# 1
C2H5N2O | ωB97M-V with the def2-TZVPD basis set

Summary:
- HOMO-LUMO gap (eV) = 11.16
- HOMO (eV) = -15.32
- LUMO energy (eV) = -4.159
- structure (SMILES) = [NH3+][C@H]1NC1=O
- energy above the lowest of the compared OMol25 structures with the same formula, charge and spin (kcal/mol) = 68.3

```
! wB97M-V def2-TZVPD RIJCOSX def2/J DEFGRID3
* xyz 1 1
C -1.50 0.05 -0.09
C 0.00 -0.06 -0.58
N -0.83 -1.00 0.34
N 1.14 0.66 0.17
O -2.50 0.69 0.00
H 0.36 -0.67 -1.44
H -0.85 -1.95 0.45
H 1.92 0.05 0.51
H 0.62 0.89 1.02
H 1.64 1.34 -0.39
*
```

=====

# 2
C3H9N3 | ωB97M-V with the def2-TZVPD basis set

Summary:
- HOMO-LUMO gap (spin up / spin down) (eV) = 2.98 / 9.02
- HOMO (spin up / spin down) (eV) = 1.26 / -4.64
- LUMO energy (spin up / spin down) (eV) = 4.246 / 4.383
- energy above the lowest of the compared OMol25 structures with the same formula, charge and spin (kcal/mol) = 18.3

```
! wB97M-V def2-TZVPD RIJCOSX def2/J DEFGRID3
* xyz -1 2
C 2.62 -0.16 0.55
C 1.12 -0.27 0.79
N 0.25 0.36 -0.14
C -1.13 0.14 -0.35
N -1.55 -1.12 -0.60
N -1.91 1.21 -0.33
H 3.30 -0.60 1.34
H 2.98 -0.72 -0.39
H 2.85 0.93 0.52
H 0.94 0.22 1.71
H 0.90 -1.37 0.98
H 0.46 1.31 -0.28
H -0.87 -1.78 -0.88
H -2.49 -1.30 -0.90
H -1.28 1.92 -0.55
*
```

=====

# 3
C41H37F5P2Zr | ωB97M-V with the def2-TZVPD basis set

Summary:
- HOMO-LUMO gap (spin up / spin down) (eV) = 2.04 / 2.04
- HOMO (spin up / spin down) (eV) = -10.80 / -10.80
- LUMO energy (spin up / spin down) (eV) = -8.760 / -8.760

```
! wB97M-V def2-TZVPD RIJCOSX def2/J DEFGRID3
* xyz 2 1
Zr 0.74 -0.20 3.28
C -2.56 -0.24 5.17
C -2.82 -0.37 3.87
C -3.13 0.76 2.96
C -2.07 1.76 2.41
C -0.65 1.59 2.93
C -0.44 1.86 4.31
C -1.57 2.17 5.25
C -2.51 1.07 5.86
C 2.74 0.20 2.64
H -2.32 -1.11 5.77
H -2.71 -1.37 3.39
H -3.84 1.39 3.52
H -3.65 0.38 2.08
H -2.01 1.74 1.32
H -2.43 2.79 2.61
H 0.15 2.01 2.27
H 0.50 2.36 4.56
H -2.21 2.90 4.76
H -1.16 2.77 6.07
H -2.24 0.91 6.90
H -3.52 1.52 5.89
H 3.50 -0.13 3.38
H 2.88 1.25 2.29
H 2.73 -0.50 1.76
P -0.31 -1.62 -3.25
P 1.26 0.54 -3.32
C -1.20 -0.20 -3.98
C -0.42 0.92 -3.91
C -0.71 -2.97 -4.42
C -1.89 -2.95 -5.19
C -2.11 -3.91 -6.18
C -1.20 -4.96 -6.35
C -0.06 -5.04 -5.54
C 0.20 -4.03 -4.60
C -1.11 -2.08 -1.69
C -0.79 -1.38 -0.52
C -1.49 -1.65 0.65
C -2.51 -2.61 0.66
C -2.80 -3.34 -0.51
C -2.06 -3.12 -1.66
C 2.15 0.85 -4.95
C 1.96 0.00 -6.06
C 2.64 0.26 -7.27
C 3.45 1.38 -7.40
C 3.55 2.28 -6.34
C 2.94 2.01 -5.12
C 1.72 1.98 -2.32
C 2.97 2.00 -1.67
C 3.35 3.10 -0.89
C 2.48 4.19 -0.74
C 1.26 4.19 -1.43
C 0.86 3.08 -2.16
H -2.16 -0.29 -4.48
H -0.67 1.93 -4.24
H -2.63 -2.17 -5.02
H -2.99 -3.83 -6.83
H -1.38 -5.72 -7.11
H 0.64 -5.86 -5.65
H 1.11 -4.05 -4.00
H 0.00 -0.63 -0.53
H -1.27 -1.11 1.58
H -3.08 -2.78 1.58
H -3.60 -4.07 -0.52
H -2.22 -3.74 -2.54
H 1.27 -0.84 -6.01
H 2.52 -0.43 -8.12
H 3.99 1.57 -8.33
H 4.10 3.21 -6.46
H 3.04 2.71 -4.29
H 3.64 1.14 -1.77
H 4.32 3.10 -0.40
H 2.76 5.02 -0.10
H 0.61 5.06 -1.37
H -0.13 3.05 -2.61
F 0.24 -1.99 4.74
C 0.55 -1.13 5.86
C 1.00 0.14 5.51
C 1.20 1.03 6.58
F 1.59 2.33 6.37
C 1.02 0.63 7.90
F 1.14 1.53 8.90
C 0.69 -0.69 8.20
F 0.65 -1.08 9.49
C 0.43 -1.59 7.17
F 0.07 -2.87 7.43
*
```

=====

# 4
C19H33IN2Si2Zn | ωB97M-V with the def2-TZVPD basis set

Summary:
- HOMO-LUMO gap (spin up / spin down) (eV) = 5.32 / 5.32
- HOMO (spin up / spin down) (eV) = -7.98 / -7.98
- LUMO energy (spin up / spin down) (eV) = -2.658 / -2.659
- energy above the lowest of the compared OMol25 structures with the same formula, charge and spin (kcal/mol) = 154.2

```
! wB97M-V def2-TZVPD RIJCOSX def2/J DEFGRID3
* xyz 0 1
C -3.08 -2.62 -1.32
C -0.41 -1.35 -2.05
H -2.59 -3.57 -1.49
H -3.13 -2.28 -2.39
H -3.93 -2.65 -0.64
H 0.14 -2.34 -2.06
H -1.15 -1.44 -2.90
H 0.19 -0.42 -1.85
C 1.15 -2.98 0.86
C 2.12 -3.50 1.72
C 3.43 -3.06 1.59
C 3.75 -2.11 0.59
H 0.09 -3.26 0.98
H 1.79 -4.23 2.49
H 4.21 -3.43 2.26
H 4.74 -1.67 0.46
N 1.44 -2.11 -0.11
C 2.71 -1.67 -0.26
C 2.94 -0.64 -1.32
N 2.10 -0.60 -2.36
C 2.15 0.39 -3.25
C 4.10 1.34 -2.15
C 3.16 1.37 -3.22
H 1.37 0.42 -4.01
H 3.19 2.13 -3.99
C 3.95 0.34 -1.17
H 4.55 0.33 -0.26
H 4.88 2.09 -2.07
Zn -1.65 -1.55 -0.67
I -2.37 -2.83 1.93
C -1.78 0.38 3.43
Si -0.51 0.85 2.12
C -0.23 2.70 2.48
C 1.17 0.12 2.53
C -0.89 0.46 0.25
Si -2.20 1.58 -0.51
C -2.35 3.35 0.18
C -1.88 1.87 -2.36
C -3.91 0.81 -0.25
H -1.29 0.39 4.42
H -2.20 -0.63 3.28
H -2.61 1.09 3.48
H 0.42 2.76 3.36
H 0.27 3.22 1.66
H -1.15 3.24 2.72
H 1.10 -0.90 2.92
H 1.84 0.11 1.67
H 1.64 0.74 3.31
H 0.13 0.70 -0.21
H -1.38 3.85 0.29
H -2.94 3.97 -0.52
H -2.86 3.39 1.15
H -0.79 1.82 -2.58
H -2.42 1.12 -2.98
H -2.25 2.89 -2.59
H -3.88 -0.14 0.32
H -4.52 1.53 0.31
H -4.39 0.62 -1.22
*
```

=====

# 5
C19H24FN4OS4SiTc | ωB97M-V with the def2-TZVPD basis set

Summary:
- HOMO-LUMO gap (spin up / spin down) (eV) = 7.00 / 6.05
- HOMO (spin up / spin down) (eV) = -11.08 / -11.04
- LUMO energy (spin up / spin down) (eV) = -4.083 / -4.984
- energy above the lowest of the compared OMol25 structures with the same formula, charge and spin (kcal/mol) = 0.0

```
! wB97M-V def2-TZVPD RIJCOSX def2/J DEFGRID3
* xyz 1 4
Tc -0.11 -0.22 0.13
C -3.71 3.28 -1.68
S -2.81 3.72 -0.18
C -1.72 2.39 0.05
S -1.54 1.15 -1.16
N -1.03 2.47 1.15
N -0.15 1.43 1.31
C 0.55 1.42 2.39
C 1.45 0.30 2.58
C 2.33 0.19 3.64
C 3.18 -0.91 3.68
C 3.12 -1.85 2.67
C 2.20 -1.69 1.65
N 1.38 -0.64 1.61
H -4.28 4.17 -1.94
H -4.38 2.44 -1.51
H -3.03 3.06 -2.51
H 0.44 2.23 3.10
H 2.35 0.95 4.40
H 3.89 -1.02 4.49
H 3.76 -2.72 2.67
H 2.09 -2.41 0.85
C 4.21 0.12 -1.44
Si 2.62 1.08 -1.47
C 2.59 2.27 -0.04
C 2.38 2.15 -2.99
N 1.29 -0.13 -1.34
C 1.18 -1.11 -2.34
C 1.88 -1.16 -3.55
C 1.65 -2.18 -4.46
C 0.73 -3.19 -4.21
C 0.03 -3.19 -3.01
C 0.29 -2.16 -2.15
F -0.37 -2.13 -0.93
H 5.06 0.81 -1.41
H 4.35 -0.53 -2.29
H 4.26 -0.49 -0.53
H 3.30 3.06 -0.31
H 2.94 1.83 0.90
H 1.63 2.75 0.11
H 3.07 2.99 -2.91
H 1.37 2.56 -2.98
H 2.54 1.67 -3.95
H 2.61 -0.40 -3.79
H 2.21 -2.18 -5.39
H 0.56 -3.97 -4.93
H -0.69 -3.95 -2.75
C -3.07 -3.82 3.60
O -2.96 -2.61 2.82
C -1.86 -2.39 2.13
S -0.56 -3.40 2.08
S -2.09 -0.87 1.27
H -4.07 -3.79 4.02
H -2.31 -3.83 4.38
H -2.93 -4.69 2.96
*
```

=====

# 6
C3H17N2O3 | ωB97M-V with the def2-TZVPD basis set

Summary:
- HOMO-LUMO gap (eV) = 10.70
- HOMO (eV) = -13.37
- LUMO energy (eV) = -2.673
- energy above the lowest of the compared OMol25 structures with the same formula, charge and spin (kcal/mol) = 36.4

```
! wB97M-V def2-TZVPD RIJCOSX def2/J DEFGRID3
* xyz 1 1
N 0.37 -1.40 -0.11
C 0.03 -0.38 -1.17
C 0.59 -0.81 -2.51
C 0.42 1.05 -0.83
N -0.02 1.23 0.60
H -0.42 -1.53 0.55
H 1.12 -1.01 0.49
H 0.50 -2.33 -0.49
H -1.06 -0.34 -1.32
H 0.46 -0.01 -3.24
H 0.16 -1.69 -3.00
H 1.64 -1.06 -2.67
H 1.49 1.11 -0.88
H 0.19 1.90 -1.55
H 0.73 1.78 1.03
H -0.87 1.83 0.58
H -2.58 -1.66 2.17
H -1.59 -0.69 2.85
O -1.76 -1.17 2.05
H -1.46 3.93 1.03
H -3.03 3.88 0.56
O -2.18 3.41 0.62
H 3.05 -2.29 1.27
H 1.99 -1.89 2.44
O 2.24 -1.86 1.53
*
```

=====

# 7
C7H11ErO5 | ωB97M-V with the def2-TZVPD basis set

Summary:
- HOMO-LUMO gap (spin up / spin down) (eV) = 8.48 / 8.57
- HOMO (spin up / spin down) (eV) = -16.99 / -16.99
- LUMO energy (spin up / spin down) (eV) = -8.515 / -8.428

```
! wB97M-V def2-TZVPD RIJCOSX def2/J DEFGRID3
* xyz 2 4
O -0.26 -2.48 -1.27
C -1.27 -2.00 -0.82
C -1.70 -0.59 -1.19
O -0.83 0.00 -2.04
C 0.10 -0.13 1.57
C 1.45 -0.45 0.94
O 1.88 0.68 0.18
C 3.28 0.68 -0.11
H -1.86 -2.49 -0.01
H -0.42 -1.05 1.86
H 0.24 0.53 2.43
H 2.18 -0.66 1.73
H 1.40 -1.32 0.27
H 3.54 1.65 -0.54
H 3.84 0.54 0.82
H 3.51 -0.13 -0.82
O -0.65 0.61 0.63
C -1.92 0.29 0.11
C -2.43 1.61 -0.40
O -1.64 2.43 -0.84
Er 0.39 1.41 -1.23
H -2.59 -0.18 0.85
H -3.52 1.76 -0.50
H -2.71 -0.71 -1.64
*
```

=====

# 8
C14H18N6O5PS2SeW | ωB97M-V with the def2-TZVPD basis set

Summary:
- HOMO-LUMO gap (eV) = 6.99
- HOMO (eV) = -10.27
- LUMO energy (eV) = -3.272
- energy above the lowest of the compared OMol25 structures with the same formula, charge and spin (kcal/mol) = 0.4

```
! wB97M-V def2-TZVPD RIJCOSX def2/J DEFGRID3
* xyz 1 1
W 0.79 -0.67 -0.35
C -3.45 -4.16 1.50
N -2.12 -3.70 1.14
C -0.96 -4.40 1.31
C 0.05 -3.63 0.82
N -0.48 -2.46 0.36
C -1.79 -2.52 0.56
P -2.96 -1.25 0.03
C -2.14 0.20 0.76
N -0.87 0.53 0.56
C -0.70 1.79 1.07
C -1.88 2.21 1.61
N -2.78 1.20 1.40
C -4.17 1.21 1.83
C -2.21 -0.95 -1.60
N -0.93 -0.64 -1.80
C -0.76 -0.41 -3.13
C -1.96 -0.58 -3.76
N -2.86 -0.91 -2.78
C -4.26 -1.24 -3.03
H -3.35 -5.03 2.14
H -4.01 -4.44 0.61
H -3.99 -3.39 2.04
H -0.95 -5.38 1.77
H 1.11 -3.84 0.77
H 0.26 2.29 1.03
H -2.15 3.12 2.10
H -4.41 2.22 2.17
H -4.32 0.52 2.65
H -4.83 0.95 1.00
H 0.20 -0.15 -3.55
H -2.24 -0.49 -4.79
H -4.68 -0.52 -3.73
H -4.82 -1.19 -2.10
H -4.34 -2.24 -3.44
C 3.94 0.43 1.82
O 3.72 -0.83 2.47
C 2.51 -1.33 2.63
S 2.29 -2.72 3.45
S 1.10 -0.37 2.08
H 5.02 0.56 1.83
H 3.46 1.23 2.37
H 3.58 0.40 0.79
O 2.63 -4.01 -1.12
Se 2.83 -2.47 -1.45
O 2.47 -1.61 0.07
O 1.32 0.82 -0.95
O 1.23 -1.85 -1.89
*
```

=====

| no. | molecular weight (g/mol) |
| --- | --- |
| 1 | 73.075 |
| 2 | 87.126 |
| 3 | 777.909 |
| 4 | 537.953 |
| 5 | 597.780 |
| 6 | 129.180 |
| 7 | 342.420 |
| 8 | 708.243 |